1.
The following is a DFT calculation (the ωB97M-V functional and the def2-TZVPD basis) of a cluster of 2 separate species, C21H23N2 in total at a distorted geometry.

XYZ file:
```
46
Properties=species:S:1:pos:R:3:forces:R:3:lowdin_charge:R:1
C 5.8821 -2.0147 -1.4297 0.2 -0.2 0.0 -0.039
C 4.5663 -1.3113 -1.2796 0.1 0.0 0.0 -0.244
C 4.5236 0.0867 -1.1741 -0.2 0.1 -0.1 -0.017
C 3.3167 0.7354 -0.9747 -0.2 -0.1 0.1 0.004
C 2.1095 0.0038 -0.8985 0.6 -0.8 -0.1 -0.210
C 0.8625 0.6805 -0.7798 -0.1 0.7 -1.2 0.007
C -0.3293 0.0828 -1.1675 -0.6 0.0 0.1 -0.067
C -1.5586 0.7206 -1.0483 1.0 -0.3 -0.1 0.047
C -2.7975 0.0388 -1.2005 -0.9 -0.4 -0.4 -0.212
C -4.0160 0.7671 -1.2896 0.4 -0.3 0.2 0.003
C -5.2245 0.0974 -1.3727 0.1 0.1 0.0 -0.020
C -5.2652 -1.3048 -1.3833 0.2 0.2 0.0 -0.246
C -6.5804 -2.0049 -1.4247 -0.3 -0.3 0.0 -0.039
C -4.0673 -2.0361 -1.3439 0.1 0.1 0.0 -0.016
C -2.8511 -1.3842 -1.2648 0.0 0.4 0.1 0.004
C 2.1667 -1.4156 -1.0349 -0.1 0.4 0.0 0.005
C 3.3783 -2.0551 -1.2243 -0.1 0.1 0.0 -0.019
H 5.7277 -3.0998 -1.4635 0.2 0.3 0.0 0.082
H 6.4196 -1.7135 -2.3407 -0.2 0.0 0.2 0.096
H 6.5349 -1.7779 -0.5768 -0.2 -0.1 -0.2 0.097
H 5.4482 0.6619 -1.2691 -0.3 -0.2 0.1 0.128
H 3.2597 1.8228 -0.9042 0.1 -0.3 0.0 0.121
H 0.8527 1.7433 -0.5337 0.1 -0.6 -0.4 0.104
H -0.2912 -0.9158 -1.6132 -0.1 0.4 0.5 0.102
H -1.5661 1.7914 -0.8256 -0.1 -0.3 0.1 0.140
H -3.9707 1.8567 -1.2910 -0.1 -0.3 0.1 0.123
H -6.1641 0.6549 -1.4155 0.3 -0.2 0.0 0.128
H -6.4396 -3.0896 -1.4308 -0.1 0.2 0.0 0.083
H -7.1936 -1.7419 -0.5524 0.2 0.0 -0.2 0.098
H -7.1562 -1.7198 -2.3147 0.2 -0.1 0.2 0.098
H -4.1073 -3.1295 -1.3594 0.0 0.4 0.0 0.124
H -1.9234 -1.9624 -1.2276 -0.5 0.2 0.1 0.112
H 1.2459 -2.0071 -0.9994 0.5 0.2 0.1 0.113
H 3.4186 -3.1427 -1.3482 0.0 0.5 0.1 0.124
C 0.5127 1.8129 5.0606 -0.1 -0.1 0.3 -0.021
N 0.8849 2.0590 3.6790 0.1 0.0 -0.9 -0.135
C 0.5675 1.2597 2.6018 0.7 1.5 0.6 -0.131
N 1.0549 1.7827 1.4914 -0.2 -0.2 0.8 0.012
C 1.7155 2.9464 1.8297 -0.5 -0.6 1.0 -0.124
C 1.6174 3.1338 3.1934 -0.4 -0.8 -0.7 -0.050
H 0.8880 2.6336 5.6785 -0.1 -0.2 -0.1 0.095
H -0.5776 1.7500 5.1684 0.3 0.1 -0.1 0.096
H 0.9382 0.8671 5.4190 0.0 0.3 -0.1 0.096
H -0.0102 0.3492 2.7242 0.2 0.2 -0.2 0.134
H 2.2048 3.5661 1.0933 0.0 0.0 0.1 0.098
H 1.9933 3.9219 3.8177 0.0 0.0 0.2 0.116
```
Positions in Å, forces in eV/Å.

Values from the calculation:
- Total charge: +1
- Frontier orbital gap: 6.551 eV
- Maximum force: 1.74 eV Å⁻¹
- E_tot: -25123.381 eV

2.
The following is a DFT calculation (the ωB97M-V functional and the def2-TZVPD basis) of the ion C21H23N2O with charge +1 at a distorted geometry.

XYZ file:
```
47
Properties=species:S:1:pos:R:3:forces:R:3:lowdin_charge:R:1
N 2.5788 -3.4585 1.7234 0.4 0.7 0.2 0.007
C 2.3644 -2.0596 1.2812 0.1 0.0 -0.4 -0.270
C 1.0663 -1.9355 0.4071 0.7 -0.4 0.2 -0.167
C 1.4823 -1.9356 -1.0758 -0.2 0.2 -0.3 -0.155
C 2.2131 -0.6163 -1.5500 0.5 -0.7 0.3 -0.088
C 1.9922 0.6079 -0.6808 -0.1 0.2 -0.1 -0.103
N 3.0279 0.9015 0.1009 0.2 0.0 0.1 0.132
C 3.1095 1.9658 0.9489 0.4 0.6 0.7 -0.040
C 2.1009 2.8496 1.0543 -0.2 -0.4 -0.4 0.023
C 0.9140 2.6240 0.2787 0.8 0.2 0.5 -0.121
C -0.1360 3.5535 0.3919 -0.2 -0.4 -0.2 -0.007
C -1.2726 3.3379 -0.3471 0.4 0.2 0.5 -0.006
C -1.3564 2.2017 -1.1716 -0.7 0.4 -0.2 -0.023
C -0.3567 1.2720 -1.3408 0.1 0.5 -0.1 -0.140
C -0.7187 0.1328 -2.2752 -0.8 0.2 0.4 -0.027
C -1.6426 -0.9326 -1.5941 0.2 -1.0 0.2 -0.308
O -1.7209 -2.0455 -2.0754 0.2 0.9 0.0 0.103
C -2.5242 -0.6263 -0.3893 -0.2 0.3 -0.2 -0.148
C -2.1236 -0.0837 0.8355 0.1 0.2 -0.4 -0.048
C -3.0661 0.1236 1.8316 -0.1 0.3 0.9 -0.073
C -4.4025 -0.2139 1.6722 -0.5 -0.4 -0.6 -0.066
C -4.8097 -0.7776 0.4622 0.2 0.1 0.1 -0.058
C -3.8725 -0.9556 -0.5409 -0.1 -0.5 -0.7 -0.028
C 0.8579 1.4812 -0.5902 -0.4 -0.4 -0.5 -0.022
H 2.7526 -3.4641 2.7245 -0.2 -0.2 -0.1 0.070
H 3.4581 -3.7689 1.3193 -0.2 -0.2 0.1 0.068
H 2.3791 -1.3418 2.1172 -0.2 -0.4 -0.1 0.109
H 3.2418 -1.7998 0.6551 -0.4 0.1 0.2 0.086
H 0.4844 -2.8401 0.6364 0.1 0.3 -0.2 0.123
H 0.4555 -1.0760 0.7079 0.2 -0.1 -0.2 0.075
H 0.6739 -2.1529 -1.7812 0.0 0.0 0.4 0.086
H 2.2020 -2.7635 -1.1874 -0.2 0.3 -0.1 0.123
H 2.0519 -0.4133 -2.6170 -0.2 0.1 0.4 0.124
H 3.2875 -0.8701 -1.5029 -0.3 0.5 0.1 0.117
H 3.8378 0.2902 0.0795 -0.2 0.0 -0.2 0.165
H 4.0149 2.0994 1.5408 -0.1 -0.4 -0.4 0.144
H 2.2374 3.6944 1.7274 -0.3 -0.2 -0.2 0.136
H -0.0196 4.4030 1.0655 -0.1 -0.2 -0.2 0.130
H -2.0830 4.0625 -0.2634 0.0 -0.4 -0.2 0.129
H -2.2999 2.0718 -1.7093 0.4 -0.1 0.1 0.139
H 0.0874 -0.3186 -2.8500 -0.2 -0.2 0.4 0.104
H -1.3936 0.5691 -3.0358 0.3 -0.2 0.2 0.144
H -1.0851 0.2009 0.9922 -0.3 0.0 0.1 0.092
H -2.8001 0.5721 2.7926 0.3 -0.2 -0.4 0.112
H -5.1496 -0.0692 2.4523 0.4 0.1 0.0 0.113
H -5.8364 -1.0864 0.2598 0.3 0.2 0.3 0.116
H -4.2017 -1.4093 -1.4799 0.2 0.2 0.3 0.126
```
Positions in Å, forces in eV/Å.

Values from the calculation:
- Total charge: +1
- Frontier orbital gap: 7.635 eV
- Maximum force: 1.07 eV Å⁻¹
- E_tot: -27171.625 eV

3.
The following is a DFT calculation (the ωB97M-V functional and the def2-TZVPD basis) of the molecule C21H23N3O3.

XYZ file:
```
50
Properties=species:S:1:pos:R:3:forces:R:3:lowdin_charge:R:1
C 3.1915 -4.3620 2.7000 0.2 -0.2 0.0 -0.086
H 4.0039 -3.8595 3.2345 0.0 0.0 0.0 0.097
O 2.0323 -3.5675 2.6549 -0.2 0.3 -0.1 -0.096
C 2.1009 -2.3408 2.0553 -0.1 0.2 0.0 -0.226
C 3.2354 -1.8400 1.4267 0.1 -0.3 0.1 -0.024
C 3.2084 -0.5922 0.8259 0.0 0.1 0.0 -0.082
C 2.0578 0.1726 0.8495 0.0 0.1 -0.1 -0.085
C 0.9299 -0.3168 1.4853 0.1 -0.1 0.1 -0.046
C 0.9345 -1.5636 2.0896 0.1 -0.2 0.2 -0.129
C -0.3318 -2.0869 2.7203 0.1 0.0 0.2 -0.104
N -1.3233 -2.3752 1.7015 0.3 -0.4 0.1 0.078
C -2.3872 -1.5721 1.4741 -0.3 -0.5 -0.3 -0.518
O -2.6807 -0.6455 2.1996 -0.1 0.5 0.1 0.057
C -3.1793 -1.9209 0.2234 0.0 0.3 0.0 -0.103
H -3.0042 -2.9541 -0.0800 0.0 -0.1 0.0 0.113
H -4.2385 -1.7918 0.4485 0.1 -0.1 0.1 0.122
C -2.7946 -0.9543 -0.9022 0.0 -0.1 0.0 -0.175
C -1.3483 -1.1657 -1.3678 -0.2 0.1 -0.1 -0.101
C -0.9546 -0.1355 -2.3965 0.0 -0.7 0.2 -0.389
O -0.8156 -0.3551 -3.5762 0.0 0.1 0.0 0.107
N -0.7587 1.1258 -1.8686 0.3 0.9 -0.3 0.016
C -0.3983 2.2872 -2.5305 0.0 0.4 0.3 -0.121
C -0.1238 2.5430 -3.8655 0.0 -0.1 -0.3 0.005
C 0.2125 3.8409 -4.1939 0.0 -0.1 0.0 -0.074
C 0.2755 4.8529 -3.2324 0.0 0.2 0.0 -0.088
C 0.0025 4.5999 -1.9057 0.0 -0.1 0.0 -0.020
C -0.3398 3.2987 -1.5500 0.0 -0.5 -0.5 -0.106
C -0.6882 2.6359 -0.3225 0.0 -0.2 -0.3 -0.264
N -0.9223 1.3757 -0.5421 -0.1 0.0 0.8 0.151
C -0.7884 3.2308 1.0313 0.0 -0.1 0.0 -0.011
H -1.3807 4.1435 0.9968 0.0 0.1 0.1 0.084
H -1.2536 2.5205 1.7093 0.0 0.0 0.1 0.080
H 0.2040 3.4838 1.4047 0.0 0.1 0.1 0.087
H 0.0503 5.3811 -1.1623 0.0 0.1 0.1 0.112
H 0.5433 5.8524 -3.5416 0.0 0.1 0.0 0.101
H 0.4336 4.0834 -5.2226 0.0 0.0 -0.1 0.104
H -0.1741 1.7589 -4.6022 0.0 0.0 0.0 0.105
H -0.6731 -1.0699 -0.5166 0.0 -0.1 0.0 0.092
H -1.2401 -2.1517 -1.8232 0.1 0.1 0.0 0.130
H -2.9054 0.0640 -0.5273 -0.1 -0.1 -0.1 0.104
H -3.4705 -1.0920 -1.7489 0.0 0.0 0.0 0.121
H -1.0851 -3.0890 1.0317 -0.1 0.1 0.0 0.144
H -0.7757 -1.3276 3.3691 0.1 -0.2 0.0 0.130
H -0.1236 -2.9913 3.2950 -0.1 0.2 0.0 0.122
H 0.0235 0.2691 1.5063 -0.1 0.0 0.0 0.094
H 2.0356 1.1427 0.3770 0.0 0.1 -0.1 0.097
H 4.0980 -0.2237 0.3369 0.1 0.0 0.0 0.104
H 4.1461 -2.4169 1.3924 0.1 -0.1 0.0 0.100
H 2.9084 -5.2629 3.2427 0.1 0.0 0.0 0.094
H 3.5315 -4.6381 1.6965 0.0 0.0 0.0 0.096
```
Positions in Å, forces in eV/Å.

Values from the calculation:
- Total charge: 0
- Frontier orbital gap: 9.170 eV
- Maximum force: 0.98 eV Å⁻¹
- E_tot: -32764.026 eV

4.
The following is a DFT calculation (the ωB97M-V functional and the def2-TZVPD basis) of the molecule C21H23N3O3S at a distorted geometry.

XYZ file:
```
51
Properties=species:S:1:pos:R:3:forces:R:3:lowdin_charge:R:1
C -6.3657 -1.8133 1.1898 0.0 0.2 0.0 -0.092
H -6.3416 -2.4666 0.3204 0.0 -0.1 -0.1 0.075
H -5.9183 -2.3429 2.0278 0.0 -0.1 0.1 0.075
H -7.4028 -1.5933 1.4309 -0.1 -0.1 0.0 0.070
C -5.5973 -0.5206 0.9057 -0.1 -0.2 0.0 -0.214
C -4.1660 -0.8283 0.5758 0.0 0.1 -0.1 -0.263
C -3.2136 -0.9337 1.5855 0.0 0.0 -0.1 -0.033
C -1.9051 -1.2575 1.2944 0.2 -0.1 -0.2 -0.017
C -1.5197 -1.4835 -0.0273 -0.6 0.1 -0.2 -0.150
C -2.4670 -1.3770 -1.0446 0.2 -0.1 0.1 -0.007
C -3.7741 -1.0565 -0.7392 -0.1 0.0 0.1 -0.036
H -4.5033 -0.9756 -1.5325 -0.1 0.0 -0.1 0.118
H -2.1699 -1.5472 -2.0681 0.0 0.0 -0.1 0.119
C -0.1489 -1.8239 -0.3262 1.0 -0.1 0.7 -0.274
N 0.8162 -1.9729 0.5382 -1.0 0.0 0.0 0.175
C 1.9272 -2.2870 -0.1982 -0.2 -0.2 -1.1 -0.312
C 1.5805 -2.2974 -1.5240 0.8 -0.2 0.8 -0.239
O 0.2589 -2.0173 -1.5985 -0.4 0.1 -0.1 0.136
C 2.3596 -2.5405 -2.7613 -0.1 0.1 0.0 0.009
H 2.8665 -3.5034 -2.7123 0.0 -0.1 -0.1 0.089
H 1.6915 -2.5285 -3.6177 0.0 -0.1 -0.1 0.089
H 3.1103 -1.7606 -2.8820 0.0 0.0 -0.1 0.082
C 3.2597 -2.4118 0.4085 0.2 0.6 -0.1 -0.226
H 3.2252 -2.7875 1.4262 0.0 -0.1 0.1 0.098
H 3.9287 -3.0073 -0.2082 0.1 0.0 0.1 0.092
S 4.0050 -0.6824 0.4739 -0.3 -0.8 1.2 0.974
O 3.5835 -0.0734 -0.7975 0.0 0.4 -1.2 -0.532
C 2.8436 -0.0614 1.7792 0.4 -0.3 -0.1 -0.214
C 2.4885 1.4093 1.6543 0.1 -0.2 -0.2 -0.542
O 2.5844 2.1811 2.5860 0.0 0.1 0.4 0.059
N 1.9797 1.7296 0.4498 -0.1 0.2 -0.3 0.060
H 2.1506 1.0990 -0.3260 0.0 -0.1 0.2 0.108
C 1.5163 3.0602 0.1349 0.0 0.2 0.2 -0.119
C 0.1060 3.0265 -0.3870 -0.2 0.0 -0.1 -0.183
C -0.8490 2.1892 0.1801 0.0 0.2 -0.1 -0.013
C -2.1373 2.1938 -0.3254 0.1 0.1 0.0 -0.050
C -2.4222 3.0363 -1.3893 -0.2 -0.2 0.1 -0.153
N -1.5246 3.8355 -1.9390 -0.2 0.3 -0.4 0.056
C -0.2982 3.8278 -1.4499 0.3 -0.1 0.3 -0.113
H 0.4007 4.4999 -1.9326 0.2 0.0 0.0 0.112
H -3.4121 3.0763 -1.8246 -0.1 -0.1 0.0 0.101
H -2.8992 1.5575 0.0964 -0.1 -0.1 0.0 0.086
H -0.5833 1.5450 1.0060 0.0 -0.1 0.1 0.113
H 1.5585 3.6351 1.0675 0.1 0.0 -0.2 0.132
H 2.1777 3.5362 -0.5976 -0.1 0.0 0.1 0.130
H 3.3327 -0.2389 2.7349 0.0 0.0 0.0 0.099
H 1.9225 -0.6452 1.7070 0.1 0.1 0.1 0.068
H -1.1656 -1.3428 2.0749 0.1 0.0 0.1 0.114
H -3.5057 -0.7554 2.6105 0.0 0.0 0.1 0.118
H -5.6452 0.1259 1.7844 0.0 0.1 -0.1 0.111
H -6.0679 0.0011 0.0699 0.0 0.1 0.0 0.110
```
Positions in Å, forces in eV/Å.

Values from the calculation:
- Total charge: 0
- Frontier orbital gap: 8.677 eV
- Maximum force: 1.42 eV Å⁻¹
- E_tot: -43598.682 eV

What E_HOMO values result from the calculations? In sequence: -11.36 -11.87 -8.60 -8.31 eV.